No. 1
{
  "formula": "C5H13N2",
  "method": "the ωB97M-V functional and the def2-TZVPD basis",
  "homo_lumo_gap_ha": 0.3521,
  "charge": 1,
  "relative_energy_kj_mol": 238.9,
  "smiles": "C=C(N)C[C@H](C)[NH3+]",
  "elements": ["C", "C", "N", "C", "C", "C", "N", "H", "H", "H", "H", "H", "H", "H", "H", "H", "H", "H", "H", "H"],
  "xyz": [[0.474, 1.276, -2.058], [0.364, 0.207, -1.271], [1.505, -0.667, -1.071], [-0.928, -0.086, -0.525], [-0.736, -0.489, 0.982], [-1.592, 0.342, 1.926], [0.711, -0.467, 1.442], [-0.375, 1.843, -2.441], [1.450, 1.769, -1.975], [1.311, -1.510, -1.614], [2.362, -0.277, -1.444], [-1.243, -0.978, -1.052], [-1.596, 0.799, -0.525], [-1.063, -1.564, 0.922], [-1.256, 1.392, 1.829], [-1.337, 0.054, 2.953], [-2.671, 0.334, 1.750], [1.032, 0.470, 1.660], [0.772, -0.986, 2.337], [1.182, -1.004, 0.630]]
}

***

No. 2
{
  "formula": "C7H14N",
  "method": "the ωB97M-V functional and the def2-TZVPD basis",
  "homo_lumo_gap_ha": 0.3580,
  "charge": 1,
  "relative_energy_kj_mol": 155.6,
  "smiles": "C=C/C=C(/C)CC[NH3+]",
  "elements": ["C", "C", "C", "C", "C", "C", "C", "N", "H", "H", "H", "H", "H", "H", "H", "H", "H", "H", "H", "H", "H", "H"],
  "xyz": [[-1.396, 1.066, 2.025], [-1.659, 0.541, 0.839], [-1.225, -0.671, 0.154], [-0.061, -1.099, -0.390], [-0.082, -2.237, -1.372], [1.269, -0.562, 0.051], [1.796, 0.662, -0.740], [0.837, 1.843, -0.268], [-1.811, 1.945, 2.582], [-0.754, 0.341, 2.645], [-2.294, 1.120, 0.101], [-2.041, -1.337, -0.077], [0.472, -1.725, -2.251], [0.391, -3.137, -1.042], [-1.090, -2.339, -1.676], [2.170, -1.327, -0.020], [1.236, -0.293, 1.133], [1.630, 0.479, -1.840], [2.759, 1.099, -0.545], [-0.118, 1.629, -0.516], [1.115, 2.779, -0.570], [0.702, 1.748, 0.764]]
}

***

No. 3
{
  "formula": "C9H36KO9",
  "method": "the ωB97M-V functional and the def2-TZVPD basis",
  "homo_lumo_gap_ha": 0.3896,
  "charge": 1,
  "elements": ["K", "C", "O", "H", "H", "H", "H", "C", "O", "H", "H", "H", "H", "C", "O", "H", "H", "H", "H", "C", "O", "H", "H", "H", "H", "C", "O", "H", "H", "H", "H", "C", "O", "H", "H", "H", "H", "C", "O", "H", "H", "H", "H", "C", "O", "H", "H", "H", "H", "C", "O", "H", "H", "H", "H"],
  "xyz": [[-15.213, 14.584, -11.028], [-15.581, 15.651, -7.907], [-14.789, 16.295, -8.847], [-15.302, 16.016, -6.910], [-15.366, 14.601, -7.883], [-16.632, 15.866, -7.967], [-14.169, 16.899, -8.410], [-17.043, 12.188, -8.682], [-16.626, 10.970, -8.083], [-17.658, 11.973, -9.618], [-16.184, 12.765, -8.983], [-17.720, 12.702, -7.985], [-17.289, 10.333, -8.297], [-16.745, 13.391, -14.893], [-16.717, 13.786, -13.578], [-16.480, 12.352, -14.778], [-16.016, 14.040, -15.517], [-17.757, 13.376, -15.151], [-16.142, 13.161, -13.271], [-13.587, 12.737, -14.002], [-14.114, 13.902, -13.426], [-12.873, 12.808, -14.820], [-14.393, 12.101, -14.298], [-13.142, 12.080, -13.331], [-13.355, 14.416, -13.194], [-12.765, 12.563, -10.357], [-13.713, 12.876, -9.408], [-12.028, 13.364, -10.279], [-13.029, 12.597, -11.374], [-12.240, 11.611, -10.232], [-13.609, 12.258, -8.763], [-19.005, 14.725, -10.934], [-17.800, 14.801, -10.233], [-19.839, 15.147, -10.455], [-19.187, 13.691, -11.336], [-18.889, 15.186, -11.902], [-18.004, 14.991, -9.298], [-15.388, 10.674, -11.497], [-15.945, 11.988, -11.717], [-14.416, 10.763, -10.967], [-15.342, 10.259, -12.508], [-16.017, 10.147, -10.800], [-16.897, 11.737, -11.892], [-16.122, 17.313, -11.878], [-14.724, 17.208, -12.109], [-16.373, 18.238, -12.381], [-16.445, 17.305, -10.815], [-16.790, 16.573, -12.316], [-14.527, 17.191, -13.063], [-12.180, 16.354, -9.808], [-12.103, 17.138, -8.682], [-12.715, 15.325, -9.692], [-11.171, 16.003, -10.032], [-12.572, 16.867, -10.685], [-11.696, 16.610, -7.920]]
}

***

| no. | HOMO (eV) |
| --- | --- |
| 1 | -12.75 |
| 2 | -13.03 |
| 3 | -12.89 |